1.
10 unconnected molecules or ions with the total composition C16H51N8O15, computed with ωB97M-V/def2-TZVPD.

The net charge is -1. Its HOMO-LUMO gap is 8.20 eV. As for the HOMO energy: -5.969 eV. The value obtained for the strongest force on any atom is 2.9 eV Å⁻¹.

Structure (XYZ):
```
90
Properties=species:S:1:pos:R:3:forces:R:3:mulliken_charge:R:1
C -0.096079 0.422299 0.164960 -1.075 0.907 0.913 1.04
C 0.809769 -0.693434 0.670920 0.178 -0.425 -0.629 -1.03
O 2.147320 -0.547680 0.366058 0.549 -0.220 -0.434 0.39
H 0.077694 1.376835 0.673015 0.367 -0.081 0.094 -0.82
H -1.136369 0.193753 0.440981 0.025 -0.175 -0.097 -0.45
H -0.131332 0.671631 -0.899612 0.514 -0.578 -0.151 0.37
H 0.356356 -1.620675 0.267240 0.213 -0.259 -0.223 -0.10
H 0.671499 -0.867931 1.752668 -0.345 0.388 0.114 0.51
C -2.916427 -3.753566 2.099795 -0.044 -0.282 -0.170 -0.89
C -2.436186 -3.450335 0.696704 -1.034 -0.366 -0.493 0.62
O -3.543168 -3.625092 -0.243095 0.948 -0.208 0.349 -0.72
O -3.506242 -2.639807 2.734530 0.444 0.301 0.418 -0.52
H -2.045849 -4.132775 2.645277 -0.146 0.535 0.472 0.35
H -3.649154 -4.566979 2.112837 0.200 -0.177 -0.431 0.29
H -1.643852 -4.142849 0.402515 0.106 0.106 0.135 0.37
H -2.084342 -2.418915 0.597077 0.259 -0.095 0.348 -0.28
H -3.081972 -4.075264 -0.976336 -0.546 0.507 -0.394 0.45
H -4.432548 -2.568836 2.493780 -0.013 -0.049 -0.144 0.29
C 4.282100 0.866069 -2.125517 0.060 -0.235 0.168 -0.36
C 2.961299 0.908103 -2.901967 1.096 0.187 -0.341 -0.21
O 2.116422 -0.148909 -2.523082 -0.395 0.217 0.129 -0.45
O 4.097622 1.295815 -0.783700 0.152 -0.256 -0.306 -0.57
H 5.104660 1.433934 -2.568574 -0.375 0.419 -0.090 0.40
H 4.649604 -0.169680 -2.123857 -0.191 -0.087 -0.118 0.09
H 3.208053 0.805243 -3.964469 -0.221 -0.228 -0.013 0.37
H 2.501484 1.898545 -2.792894 -0.075 -0.065 0.196 0.02
H 1.961518 -0.078686 -1.556208 0.150 -0.236 0.083 -0.13
H 3.545535 0.590863 -0.410027 -0.461 0.145 0.716 0.26
C 4.450244 -3.464464 -0.628427 0.902 -0.044 -0.631 -0.57
C 4.072457 -3.765009 0.801009 -0.346 0.080 0.039 -0.29
O 3.781650 -2.615129 1.553467 0.478 -0.142 0.219 -0.58
O 3.434478 -2.804646 -1.378969 0.175 -0.393 0.579 -0.54
H 4.768831 -4.390870 -1.122628 -0.787 -0.198 -0.160 0.39
H 5.399395 -2.916453 -0.717166 -0.203 0.521 0.529 0.28
H 4.892497 -4.292848 1.295519 0.036 0.045 -0.029 0.38
H 3.200830 -4.437753 0.806218 0.026 -0.072 -0.104 0.17
H 3.225856 -2.007568 1.037460 -0.548 0.558 0.018 0.16
H 3.184072 -2.003248 -0.872626 -0.268 -0.005 -0.319 0.36
C 1.789251 4.418767 -0.609006 -1.418 2.163 1.339 0.01
C 1.926585 3.905067 0.835675 -0.082 -0.745 -1.318 0.15
O 1.750815 4.922762 1.794405 0.305 0.507 -0.160 -0.66
O 2.615399 5.563049 -0.879816 0.813 -0.556 -0.069 -0.62
H 0.791083 4.874361 -0.642495 -0.286 -0.626 -0.264 0.31
H 1.870509 3.663967 -1.385614 0.430 -0.127 0.196 -0.13
H 2.905768 3.415634 0.857213 -0.076 -0.133 0.633 0.40
H 1.094367 3.211703 0.987299 0.378 -0.525 -0.185 -0.15
H 1.766929 4.484855 2.661713 0.220 0.129 -0.096 0.39
H 2.773129 5.980559 -0.024261 -0.045 -0.023 -0.020 0.35
C -4.106940 -0.702190 -2.011176 -1.202 0.555 -1.068 -0.73
C -2.830113 -0.290396 -2.734740 0.283 -0.694 0.987 0.43
O -3.084614 -0.371541 -4.117677 -0.299 0.445 -0.256 -0.60
O -3.976085 -0.874796 -0.627922 0.413 -0.371 0.274 -0.39
H -4.593968 -1.538504 -2.529117 0.561 -0.456 0.274 0.41
H -4.870996 0.072401 -2.167447 0.326 0.275 0.153 0.34
H -2.017950 -0.979734 -2.471110 -0.093 -0.071 0.106 -0.15
H -2.542502 0.690309 -2.335353 0.009 0.197 -0.499 0.09
H -2.326042 -0.058907 -4.616053 0.096 -0.004 0.118 0.33
H -3.721243 -1.802047 -0.465831 -0.161 -0.104 -0.177 0.21
C -0.618595 -4.184438 -2.280207 -0.338 0.141 0.379 0.69
O -1.811270 -3.872400 -2.385002 0.457 -0.141 0.053 -0.73
N -0.227132 -5.502426 -2.377663 -0.662 0.789 -0.174 -0.46
N 0.388681 -3.322617 -2.026138 -0.299 -0.750 -0.294 0.02
H -1.004323 -6.136378 -2.415398 0.382 -0.353 -0.070 0.22
H 0.727387 -5.762865 -2.245557 0.029 -0.424 0.055 0.15
H 1.280291 -3.748094 -1.854719 0.548 0.748 0.164 0.22
H 0.216254 -2.366143 -1.773670 0.072 0.050 -0.089 -0.08
C -2.025308 4.494847 0.994811 -0.442 -1.846 1.128 0.68
O -1.932821 3.743469 1.967073 0.373 0.855 -0.249 -0.70
N -2.657711 5.700936 1.023811 0.343 -0.084 -0.640 -0.41
N -1.594791 4.095658 -0.233149 -0.284 0.831 -0.356 -0.22
H -2.871303 6.105300 0.134137 -0.105 0.544 0.194 0.13
H -2.866717 6.169795 1.880623 -0.100 -0.148 0.131 0.23
H -1.233693 3.173119 -0.381154 -0.081 -0.117 0.173 0.01
H -1.845336 4.669769 -1.015817 0.288 -0.240 -0.309 0.19
C -4.985252 1.334616 2.008684 1.006 0.641 0.194 0.48
O -5.522151 2.166794 2.731768 0.274 -0.294 -0.224 -0.73
N -5.675520 0.302405 1.444228 -0.916 -0.526 0.124 -0.25
N -3.655564 1.300570 1.645122 -0.385 -0.498 -0.208 0.01
H -5.294882 -0.339954 0.765291 0.160 0.233 -0.029 0.28
H -6.625545 0.192158 1.749583 0.036 0.102 -0.094 0.18
H -3.396766 0.476148 1.135162 0.215 -0.022 -0.165 -0.01
H -2.895867 1.899659 1.926876 -0.517 0.546 0.362 0.20
C 2.771495 2.020760 3.402835 0.628 0.327 -0.282 0.55
O 2.701631 3.083044 4.045087 -0.631 -1.040 -0.120 -0.80
N 3.932992 1.682534 2.783009 0.413 0.198 0.202 -0.27
N 1.794998 1.105233 3.221153 -1.160 0.472 0.763 -0.19
H 4.736146 2.127272 3.188807 0.171 0.030 -0.583 0.20
H 3.983474 1.006638 2.039450 0.115 -0.123 0.146 0.14
H 0.930708 1.249989 3.716233 -0.019 0.131 -0.216 0.21
H 1.865383 0.285594 2.643172 0.453 0.096 -0.175 0.07
```
Positions in Å, forces in eV/Å.

***

2.
A single C18H19FN2O4S molecule, computed with ωB97M-V/def2-TZVPD.

The net charge is 0. The SMILES is O=C(Nc1ccccc1F)c1ccc(S(=O)(=O)NC[C@H]2CCCO2)cc1. Its HOMO-LUMO gap is 8.78 eV. As for the HOMO energy: -8.876 eV. As for the energy above the lowest of the compared OMol25 structures with the same formula, charge and spin: 11.89 kJ/mol. The value obtained for the strongest force on any atom is 0.9 eV Å⁻¹.

Structure (XYZ):
```
45
Properties=species:S:1:pos:R:3:forces:R:3:mulliken_charge:R:1
O -0.523365 -3.088995 -1.569277 0.083 -0.120 0.032 -0.65
C -0.763710 -1.942784 -1.880696 -0.053 0.109 -0.053 0.49
N -1.533573 -1.573299 -2.944085 -0.112 0.559 -0.126 -0.12
C -2.209275 -2.389688 -3.849947 -0.214 -0.180 -0.251 -0.01
C -2.219440 -3.780432 -3.800720 0.070 -0.016 0.091 -0.40
C -2.926436 -4.503756 -4.745223 -0.082 0.010 -0.111 -0.70
C -3.633017 -3.866247 -5.750441 0.014 -0.052 0.022 -0.42
C -3.637748 -2.482216 -5.817269 0.107 0.163 0.134 -0.57
C -2.931405 -1.771046 -4.873196 0.009 -0.152 0.028 0.68
F -2.930699 -0.411855 -4.923808 0.058 -0.143 0.079 -0.33
C -0.207601 -0.782404 -1.113335 0.218 0.099 0.291 0.56
C -0.903578 0.413551 -0.943196 0.142 -0.031 0.030 -0.79
C -0.344565 1.434528 -0.194707 -0.107 0.097 -0.087 -0.74
C 0.903721 1.256775 0.368419 0.255 0.279 0.312 0.00
S 1.584004 2.579483 1.355791 -0.419 0.194 0.423 1.42
O 1.233002 3.847275 0.789112 -0.229 -0.022 -0.057 -0.74
O 2.969901 2.309531 1.616202 -0.145 -0.372 -0.131 -0.68
N 0.636361 2.427401 2.730502 0.414 0.289 -0.783 -0.24
C 0.923706 1.327183 3.619770 0.476 -0.509 0.373 -0.99
C 2.197228 1.494472 4.473126 -0.088 0.273 -0.371 0.53
C 2.038033 2.557168 5.569730 0.100 -0.231 -0.044 -0.68
C 1.628903 1.723463 6.782790 0.084 -0.181 -0.145 -0.60
C 2.415825 0.439029 6.536385 0.058 0.005 0.375 -0.52
O 2.456494 0.260547 5.131939 -0.157 -0.042 -0.158 -0.47
C 1.604480 0.076221 0.219378 0.121 -0.018 -0.001 -0.38
C 1.040353 -0.950129 -0.517273 -0.179 -0.026 -0.118 -0.56
H -1.609125 -0.583675 -3.140229 0.090 -0.200 0.072 0.29
H -1.670066 -4.279619 -3.020665 0.010 0.003 0.010 0.48
H -2.922487 -5.581385 -4.691703 0.007 -0.094 0.014 0.39
H -4.180671 -4.438798 -6.482207 -0.052 -0.049 -0.071 0.37
H -4.177884 -1.952067 -6.585316 -0.043 0.088 -0.063 0.43
H -1.891145 0.544863 -1.361334 -0.076 0.015 -0.036 0.42
H -0.852786 2.372962 -0.043334 -0.166 0.082 -0.018 0.43
H 0.544852 3.321461 3.189272 -0.024 0.297 -0.116 0.36
H 1.044385 0.437410 2.998642 -0.082 -0.134 0.165 0.20
H 0.058784 1.173175 4.272125 0.032 -0.053 -0.080 0.34
H 3.030510 1.719268 3.797944 -0.147 -0.026 0.218 0.32
H 2.991884 3.051243 5.754739 -0.026 0.069 -0.018 0.37
H 1.299611 3.312538 5.306911 0.009 0.121 0.012 0.28
H 0.557556 1.520526 6.765146 -0.032 -0.009 0.054 0.24
H 1.885116 2.192123 7.729768 -0.047 0.018 0.051 0.39
H 3.440629 0.535288 6.922528 -0.100 -0.032 0.005 0.29
H 1.955224 -0.447756 6.977102 0.060 0.070 0.019 0.31
H 2.576865 -0.016376 0.676832 0.121 -0.084 0.020 0.53
H 1.551201 -1.892531 -0.643411 0.040 -0.063 0.009 0.45
```
Positions in Å, forces in eV/Å.

***

3.
A molecular structure, C13H15NSe4Tc, computed with ωB97M-V/def2-TZVPD.

The net charge is +2. Its HOMO-LUMO gap (spin up / spin down) is 6.99 / 5.59 eV. As for the HOMO energy (spin up / spin down): -14.788 / -15.082 eV. As for the energy above the lowest of the compared OMol25 structures with the same formula, charge and spin: 0.00 kJ/mol. The value obtained for the strongest force on any atom is 1.0 eV Å⁻¹. As for the multiplicity: 4.

Structure (XYZ):
```
34
Properties=species:S:1:pos:R:3:forces:R:3:lowdin_spin:R:1
Tc -0.906103 0.304768 0.547379 -0.269 -0.074 0.391 1.54
C -0.342403 -2.387132 2.952579 0.036 -0.311 0.078 0.00
C -0.917203 -1.033632 2.725779 -0.037 0.021 -0.298 0.02
C -2.261803 -0.889232 2.317479 0.170 0.061 -0.095 -0.01
C -2.839203 0.374268 2.151079 0.046 -0.001 -0.028 0.03
C -2.072003 1.525968 2.384879 0.029 0.128 -0.129 -0.01
C -0.753403 1.401868 2.843879 -0.024 0.095 -0.100 0.03
C -0.181603 0.134668 3.008679 -0.178 0.010 -0.263 0.00
H -0.678703 -3.089832 2.191879 0.002 -0.042 0.001 0.00
H -0.684703 -2.767032 3.917179 0.004 -0.020 0.032 0.00
H 0.743997 -2.376432 2.972279 0.059 0.020 -0.002 0.00
H -2.875903 -1.773032 2.199379 0.057 -0.039 -0.187 0.00
H -3.895303 0.462968 1.934079 0.052 0.000 -0.273 0.00
H -2.529003 2.503468 2.308179 0.036 0.016 -0.097 0.00
H -0.206903 2.284668 3.144879 0.091 0.065 -0.156 0.00
H 0.808497 0.048868 3.440779 0.100 -0.027 -0.204 0.00
Se -1.448003 2.079368 -1.060821 -0.028 -0.638 0.444 0.27
Se -1.454803 1.313568 -3.264721 -0.242 -0.859 0.236 0.40
Se -2.249403 -0.851432 -3.103021 0.466 0.794 0.246 0.39
Se -1.553603 -1.552032 -0.956621 -0.017 0.784 0.351 0.27
N 1.208597 0.220668 -0.075321 -0.251 -0.040 0.663 0.02
C 1.571897 0.286668 -1.475521 0.088 -0.004 -1.002 0.01
C 1.864597 1.509968 -2.068721 -0.046 -0.230 0.338 0.01
C 2.203097 1.552368 -3.412021 0.010 -0.144 0.009 0.01
C 2.263697 0.380068 -4.152221 -0.087 -0.004 0.040 0.00
C 1.970097 -0.837832 -3.555621 0.121 0.114 -0.030 0.00
C 1.624197 -0.887332 -2.217121 -0.003 0.228 0.293 0.01
H 1.693797 0.985468 0.409079 -0.112 -0.298 -0.049 0.00
H 1.587597 -0.659232 0.296479 -0.084 0.364 0.009 0.00
H 1.849697 2.413468 -1.474921 -0.029 0.144 -0.002 0.00
H 2.433797 2.495068 -3.880221 0.078 0.143 -0.010 0.00
H 2.557897 0.415568 -5.187721 0.013 0.002 -0.161 0.00
H 2.043697 -1.754132 -4.119221 -0.009 -0.088 -0.083 0.00
H 1.424897 -1.835432 -1.742121 -0.042 -0.173 0.038 0.01
```
Positions in Å, forces in eV/Å.